Record 1
{
  "formula": "C5H13NO",
  "method": "wB97M-V/def2-TZVPD",
  "species": ["C", "C", "C", "C", "C", "N", "H", "H", "H", "H", "H", "H", "H", "H", "H", "H", "H", "O", "H", "H"],
  "positions_angstrom": [[-0.935, 0.118, 0.765], [0.144, -0.416, -0.171], [-0.281, -1.612, -1.045], [1.339, 0.183, -0.268], [2.425, -0.437, -1.151], [1.658, 1.254, 0.610], [-1.609, 0.637, 0.057], [-0.693, 0.758, 1.577], [-1.686, -0.672, 0.952], [-1.199, -1.915, -0.562], [0.416, -2.435, -0.948], [-0.485, -1.182, -2.051], [3.413, 0.049, -1.139], [2.313, -1.534, -0.946], [2.025, -0.294, -2.142], [1.026, 1.989, 0.761], [2.635, 1.481, 0.668], [-3.680, 1.323, 1.914], [-2.745, 1.269, 2.056], [-4.081, 1.439, 1.063]],
  "e_lumo_ev": 0.828,
  "smiles": "CC(C)=C(C)N.O",
  "gap_ev": 8.36,
  "e_tot_ev": -8931.98468
}

---

Record 2
{
  "formula": "C5H13NO",
  "method": "wB97M-V/def2-TZVPD",
  "species": ["C", "N", "C", "H", "H", "H", "H", "H", "C", "C", "C", "O", "H", "H", "H", "H", "H", "H", "H", "H"],
  "positions_angstrom": [[-1.449, 2.049, 0.315], [-0.347, 2.261, -0.255], [0.665, 2.946, 0.554], [-1.672, 2.377, 1.334], [-2.218, 1.494, -0.212], [1.120, 3.714, -0.067], [1.448, 2.250, 0.842], [0.225, 3.395, 1.448], [-0.686, -3.057, -0.303], [0.623, -2.508, 0.259], [0.641, -0.990, 0.300], [0.485, -0.491, -1.017], [-0.749, -4.144, -0.306], [-0.831, -2.700, -1.323], [-1.550, -2.686, 0.259], [0.830, -2.890, 1.257], [1.419, -2.805, -0.428], [-0.136, -0.607, 0.973], [1.617, -0.685, 0.705], [0.512, 0.478, -0.952]],
  "e_lumo_ev": 0.985,
  "smiles": "C=NC.CCCO",
  "gap_ev": 10.86,
  "e_tot_ev": -8932.36105
}

---

Record 3
{
  "formula": "C5H13NO",
  "method": "wB97M-V/def2-TZVPD",
  "species": ["C", "C", "C", "C", "N", "C", "O", "H", "H", "H", "H", "H", "H", "H", "H", "H", "H", "H", "H", "H"],
  "positions_angstrom": [[0.439, 1.276, -2.243], [1.291, 0.592, -1.112], [0.388, -0.494, -0.522], [-0.291, -0.104, 0.785], [0.645, -0.316, 2.036], [-1.558, -1.016, 1.058], [-2.249, -0.513, 2.223], [1.054, 2.006, -2.790], [-0.596, 1.628, -2.046], [0.201, 0.421, -2.953], [1.813, 1.114, -0.506], [2.123, 0.215, -1.614], [0.867, -1.436, -0.467], [-0.465, -0.509, -1.263], [-0.600, 0.872, 0.691], [1.402, -0.861, 1.710], [0.925, 0.470, 2.541], [-1.322, -2.128, 1.160], [-2.397, -1.044, 0.316], [-1.671, -0.171, 2.999]],
  "e_lumo_ev": 0.993,
  "smiles": "CCC[C@H](N)CO",
  "gap_ev": 10.40,
  "e_tot_ev": -8931.44034
}

---

Record 4
{
  "formula": "C5H13NO",
  "method": "wB97M-V/def2-TZVPD",
  "species": ["C", "C", "C", "C", "C", "N", "H", "H", "H", "H", "H", "H", "H", "H", "H", "H", "H", "O", "H", "H"],
  "positions_angstrom": [[-1.362, -0.946, 0.446], [-0.826, 0.138, -0.553], [-0.073, -0.665, -1.660], [1.423, -0.450, -1.202], [1.449, 0.457, 0.035], [0.085, 1.031, 0.151], [-1.980, -1.622, -0.160], [-1.902, -0.421, 1.247], [-0.593, -1.519, 0.958], [-1.695, 0.676, -0.943], [-0.252, -1.730, -1.741], [-0.352, -0.171, -2.582], [1.968, -1.372, -1.032], [1.831, 0.039, -2.102], [2.189, 1.275, 0.061], [1.645, -0.218, 0.884], [0.107, 1.969, -0.226], [-0.509, 1.109, 3.205], [0.075, 0.879, 2.470], [-1.228, 1.541, 2.744]],
  "e_lumo_ev": 0.857,
  "smiles": "C[C@@H]1CCCN1.O",
  "gap_ev": 10.09,
  "e_tot_ev": -8933.00310
}

---

Record 5
{
  "formula": "C5H13NO",
  "method": "wB97M-V/def2-TZVPD",
  "species": ["C", "C", "C", "C", "N", "C", "O", "H", "H", "H", "H", "H", "H", "H", "H", "H", "H", "H", "H", "H"],
  "positions_angstrom": [[-0.333, -1.501, 2.483], [-0.534, -0.042, 2.091], [-0.834, 0.157, 0.603], [0.345, -0.220, -0.315], [0.811, 0.894, -1.147], [0.732, 0.665, -2.554], [1.066, 1.893, -3.186], [-1.214, -2.127, 2.293], [0.381, -2.017, 1.827], [0.057, -1.609, 3.495], [0.412, 0.433, 2.321], [-1.300, 0.444, 2.699], [-1.718, -0.426, 0.330], [-1.059, 1.217, 0.488], [-0.011, -1.022, -0.964], [1.191, -0.554, 0.280], [0.278, 1.739, -0.964], [-0.261, 0.327, -2.915], [1.400, -0.156, -2.838], [0.592, 1.905, -4.024]],
  "e_lumo_ev": 0.940,
  "smiles": "CCCCNCO",
  "gap_ev": 9.70,
  "e_tot_ev": -8932.67253
}

---

Record 6
{
  "formula": "C5H13NO",
  "method": "wB97M-V/def2-TZVPD",
  "species": ["C", "N", "C", "C", "C", "O", "C", "H", "H", "H", "H", "H", "H", "H", "H", "H", "H", "H", "H", "H"],
  "positions_angstrom": [[-2.449, -0.151, -0.618], [-1.904, 0.999, 0.139], [-0.583, 0.837, 0.591], [0.288, 0.377, -0.400], [3.934, 0.294, 0.244], [0.920, -0.852, -0.394], [-2.491, -1.405, 0.255], [-3.447, 0.063, -0.997], [-1.823, -0.337, -1.499], [-2.206, 1.916, -0.216], [-0.380, 1.245, 1.571], [3.508, -0.405, -0.476], [0.507, 1.038, -1.251], [3.419, 1.245, 0.144], [3.814, -0.110, 1.242], [4.987, 0.442, 0.016], [1.334, -0.061, 0.269], [-2.792, -1.157, 1.268], [-3.151, -2.151, -0.181], [-1.485, -1.825, 0.292]],
  "e_lumo_ev": 0.101,
  "gap_ev": 7.53,
  "e_tot_ev": -8927.90272
}

---

Record 7
{
  "formula": "C5H13NO",
  "method": "wB97M-V/def2-TZVPD",
  "species": ["C", "N", "C", "C", "C", "C", "H", "H", "H", "H", "H", "H", "H", "H", "H", "H", "H", "H", "H", "O"],
  "positions_angstrom": [[2.026, 0.286, 0.894], [1.967, 1.647, 0.422], [-0.367, -2.024, 0.594], [-1.811, 0.003, -1.043], [-2.073, -0.293, 0.343], [-1.380, -1.254, 1.074], [1.050, -0.207, 1.065], [2.641, 0.197, 1.782], [2.548, -0.323, 0.153], [1.391, 1.703, -0.463], [-0.039, -2.904, 1.127], [0.013, -1.865, -0.406], [-1.893, 1.053, -1.340], [-2.470, -0.494, -1.763], [-0.759, -0.253, -1.252], [-2.721, 0.323, 0.957], [-1.564, -1.293, 2.143], [1.670, 2.279, 1.152], [0.774, 1.642, -2.532], [0.816, 0.989, -1.827]],
  "e_lumo_ev": -2.919,
  "gap_ev": 4.51,
  "e_tot_ev": -8927.58046
}

---

Record 8
{
  "formula": "C5H13NO",
  "method": "wB97M-V/def2-TZVPD",
  "species": ["C", "C", "C", "N", "O", "H", "H", "H", "H", "H", "H", "H", "C", "C", "H", "H", "H", "H", "H", "H"],
  "positions_angstrom": [[1.392, 2.708, -0.336], [0.258, 1.946, 0.354], [0.435, 1.623, 1.876], [1.252, 0.617, 2.285], [-0.179, 2.343, 2.640], [1.022, 3.436, -1.047], [2.016, 1.998, -0.851], [2.019, 3.307, 0.337], [-0.680, 2.484, 0.325], [0.112, 0.943, -0.092], [1.479, 0.523, 3.259], [1.781, 0.063, 1.632], [-1.267, -2.385, -1.924], [-1.456, -3.107, -0.637], [-0.288, -2.426, -2.432], [-1.918, -2.734, -2.730], [-1.455, -1.303, -1.949], [-2.426, -3.027, -0.134], [-1.317, -4.177, -0.770], [-0.780, -2.833, 0.194]],
  "e_lumo_ev": 0.677,
  "smiles": "CCC(N)=O.CC",
  "gap_ev": 10.15,
  "e_tot_ev": -8933.48718
}